(1)
This record from OMol25 describes a 4-piece molecular cluster, C18H37ClO11P2 overall. The level of theory is wB97M-V/def2-TZVPD.

As for the spin multiplicity: 1. Its orbital gap is 9.53 eV. The total charge is 0.

Last column: Löwdin charge in e.
CARTESIAN COORDINATES (ANGSTROEM)
1 C -1.325 1.591 1.657  -0.10
2 C -1.071 1.490 3.162  -0.67
3 Cl 0.280 2.593 3.629  0.63
4 C -2.283 1.727 4.057  -0.17
5 C -3.213 2.850 3.633  -0.33
6 C -2.621 4.247 3.479  -0.15
7 P -1.957 5.122 4.932  0.41
8 O -0.799 5.957 4.605  -0.28
9 O -1.701 4.018 6.055  -0.12
10 O -3.204 5.889 5.585  -0.12
11 O -4.264 2.907 4.652  0.00
12 C -5.477 3.316 4.246  -0.48
13 O -6.064 4.244 4.731  0.12
14 P -6.403 2.233 3.035  0.48
15 O -5.568 1.339 2.238  -0.24
16 O -7.515 1.544 3.949  -0.09
17 O -7.263 3.296 2.242  -0.09
18 H -2.372 1.398 1.416  0.08
19 H -0.716 0.872 1.109  0.07
20 H -1.058 2.577 1.278  0.07
21 H -0.697 0.493 3.384  0.10
22 H -1.965 1.893 5.084  0.10
23 H -2.870 0.804 4.047  0.13
24 H -3.682 2.558 2.696  0.11
25 H -1.804 4.245 2.757  0.08
26 H -3.402 4.897 3.068  0.11
27 H -0.828 4.167 6.442  0.10
28 H -3.656 6.448 4.945  0.08
29 H -7.154 0.845 4.509  0.10
30 H -7.489 4.066 2.782  0.09
31 C 3.636 0.020 -0.349  -0.17
32 C 3.142 -0.909 -1.457  -0.18
33 C 1.686 -1.106 -1.062  -0.19
34 O 1.277 0.112 -0.428  -0.15
35 C 2.422 0.916 -0.139  -0.21
36 H 4.530 0.585 -0.611  0.11
37 H 3.846 -0.552 0.557  0.11
38 H 3.211 -0.415 -2.428  0.11
39 H 3.690 -1.848 -1.524  0.11
40 H 1.571 -1.934 -0.355  0.12
41 H 1.032 -1.298 -1.911  0.10
42 H 2.441 1.774 -0.821  0.12
43 H 2.338 1.292 0.883  0.11
44 C -1.975 -5.052 -3.330  -0.17
45 C -1.676 -3.923 -4.315  -0.17
46 C -1.255 -2.802 -3.373  -0.21
47 O -0.636 -3.435 -2.252  -0.15
48 C -0.886 -4.839 -2.286  -0.21
49 H -1.939 -6.044 -3.777  0.11
50 H -2.962 -4.912 -2.884  0.11
51 H -0.846 -4.202 -4.968  0.11
52 H -2.525 -3.649 -4.939  0.11
53 H -2.122 -2.229 -3.026  0.12
54 H -0.542 -2.109 -3.822  0.11
55 H 0.036 -5.362 -2.564  0.12
56 H -1.179 -5.165 -1.287  0.12
57 C 7.245 -2.227 -3.968  -0.17
58 C 6.772 -3.137 -5.101  -0.17
59 C 5.309 -3.348 -4.730  -0.20
60 O 4.889 -2.151 -4.075  -0.15
61 C 6.022 -1.343 -3.759  -0.21
62 H 8.139 -1.655 -4.210  0.11
63 H 7.447 -2.816 -3.071  0.11
64 H 6.850 -2.619 -6.059  0.11
65 H 7.325 -4.072 -5.172  0.11
66 H 5.195 -4.192 -4.041  0.12
67 H 4.666 -3.518 -5.594  0.12
68 H 6.043 -0.475 -4.428  0.12
69 H 5.920 -0.985 -2.733  0.11

(2)
This record from OMol25 describes C18H37FeN4Si2 as an isolated structure in a non-equilibrium geometry. The level of theory is wB97M-V/def2-TZVPD.

Its energy above the lowest of the compared OMol25 structures with the same formula, charge and spin is 0.000 eV. As for the spin multiplicity: 5. Its orbital gap (alpha / beta) is 8.11 / 8.17 eV. The total charge is +1.

Last column: Löwdin charge in e.
CARTESIAN COORDINATES (ANGSTROEM)
1 Fe 7.951 9.757 7.789  0.82
2 C 9.165 12.622 7.308  -0.21
3 C 10.298 12.140 8.201  -0.16
4 N 10.109 10.671 8.500  -0.07
5 C 10.358 10.322 9.939  -0.13
6 C 9.087 9.922 10.623  -0.24
7 C 9.128 9.360 11.894  0.00
8 C 7.923 9.015 12.531  -0.01
9 C 6.717 9.284 11.863  0.00
10 C 6.753 9.855 10.587  -0.24
11 C 5.478 10.153 9.859  -0.13
12 N 5.751 10.601 8.456  -0.07
13 C 5.539 12.078 8.264  -0.16
14 C 6.635 12.613 7.352  -0.20
15 N 7.917 12.245 7.957  -0.12
16 N 7.920 10.107 9.958  0.07
17 H 9.198 12.200 6.305  0.12
18 H 9.241 13.712 7.160  0.13
19 H 10.327 12.698 9.139  0.12
20 H 11.270 12.293 7.721  0.13
21 H 10.813 10.173 7.958  0.09
22 H 10.785 11.169 10.490  0.13
23 H 11.083 9.505 10.019  0.12
24 H 10.088 9.194 12.371  0.12
25 H 7.924 8.552 13.503  0.11
26 H 5.749 9.066 12.294  0.12
27 H 4.939 10.920 10.430  0.13
28 H 4.873 9.241 9.868  0.12
29 H 5.049 10.131 7.879  0.09
30 H 5.566 12.561 9.247  0.12
31 H 4.556 12.289 7.819  0.13
32 H 6.544 13.704 7.243  0.13
33 H 6.554 12.224 6.328  0.13
34 H 7.938 12.510 8.939  0.12
35 C 6.166 8.373 5.339  -0.19
36 Si 6.256 7.084 6.747  0.43
37 C 6.099 5.348 5.996  -0.18
38 C 4.711 7.247 7.861  -0.18
39 C 7.858 7.502 7.676  -0.43
40 Si 9.527 7.074 6.884  0.43
41 C 9.767 5.325 6.197  -0.18
42 C 10.950 7.282 8.139  -0.17
43 C 9.759 8.321 5.451  -0.19
44 H 5.142 8.499 5.016  0.03
45 H 6.770 8.072 4.494  0.02
46 H 6.531 9.367 5.632  -0.01
47 H 5.104 5.210 5.581  0.03
48 H 6.236 4.589 6.767  0.04
49 H 6.821 5.174 5.198  0.02
50 H 3.918 6.619 7.467  0.03
51 H 4.325 8.269 7.877  0.00
52 H 4.906 6.940 8.879  0.02
53 H 7.815 7.133 8.706  -0.02
54 H 9.608 4.583 6.975  0.04
55 H 10.783 5.220 5.824  0.03
56 H 9.101 5.094 5.371  0.01
57 H 10.599 7.148 9.158  0.02
58 H 11.453 8.242 8.077  0.00
59 H 11.694 6.519 7.947  0.03
60 H 9.198 8.026 4.571  0.02
61 H 10.810 8.416 5.185  0.03
62 H 9.438 9.342 5.678  -0.01

(3)
This record from OMol25 describes C18H37KN6O3S as an isolated structure in a non-equilibrium geometry. The level of theory is wB97M-V/def2-TZVPD.

Its energy above the lowest of the compared OMol25 structures with the same formula, charge and spin is 0.558 eV. As for the spin multiplicity: 1. Its orbital gap (alpha / beta) is 5.90 / 5.91 eV. The total charge is 0.

Last column: Löwdin charge in e.
CARTESIAN COORDINATES (ANGSTROEM)
1 K -16.226 3.000 -5.779  0.82
2 N -14.492 2.400 -8.097  -0.02
3 C -14.724 0.966 -7.719  -0.24
4 C -15.785 0.242 -8.630  -0.17
5 N -16.667 -0.561 -7.823  -0.19
6 C -17.916 -0.975 -8.446  -0.18
7 C -18.951 0.125 -8.726  -0.29
8 N -19.060 1.316 -7.934  0.01
9 C -16.213 -1.326 -6.665  -0.19
10 C -16.688 -0.809 -5.308  -0.26
11 N -17.120 0.584 -5.198  -0.06
12 H -14.883 2.670 -8.986  0.06
13 H -13.513 2.578 -8.204  0.05
14 H -15.053 0.928 -6.669  0.05
15 H -13.823 0.401 -7.796  0.09
16 H -15.162 -0.360 -9.374  0.13
17 H -16.440 0.911 -9.195  0.11
18 H -18.325 -1.792 -7.835  0.11
19 H -17.712 -1.343 -9.484  0.12
20 H -19.891 -0.412 -8.844  0.10
21 H -18.671 0.504 -9.703  0.09
22 H -19.460 1.279 -7.004  0.01
23 H -19.548 2.090 -8.430  0.09
24 H -15.106 -1.378 -6.599  0.11
25 H -16.574 -2.380 -6.736  0.12
26 H -15.888 -1.033 -4.629  0.09
27 H -17.510 -1.502 -4.923  0.12
28 H -17.285 0.753 -4.180  0.10
29 H -17.970 0.750 -5.694  0.02
30 O -18.689 3.576 -5.582  -0.29
31 N -19.661 3.798 -4.831  -0.04
32 N -20.473 2.675 -4.655  -0.27
33 O -20.411 1.624 -5.362  -0.14
34 C -21.152 2.718 -3.433  -0.20
35 C -21.633 1.538 -2.852  -0.02
36 C -22.129 1.632 -1.567  -0.12
37 C -22.234 2.823 -0.897  -0.12
38 C -21.952 4.008 -1.572  -0.11
39 C -21.455 3.958 -2.835  -0.05
40 H -21.634 0.616 -3.458  0.11
41 H -22.426 0.701 -1.088  0.10
42 H -22.587 2.760 0.122  0.09
43 H -22.126 4.943 -1.072  0.09
44 H -21.259 4.888 -3.442  0.12
45 C -11.472 5.793 -1.991  -0.12
46 C -12.377 5.765 -3.190  -0.30
47 C -11.913 5.002 -4.431  -0.37
48 S -12.513 3.331 -4.583  0.93
49 O -14.020 3.347 -4.434  -0.66
50 C -11.810 2.351 -3.061  -0.29
51 C -12.750 2.236 -1.869  -0.28
52 C -11.843 2.204 -0.605  -0.11
53 H -11.378 4.849 -1.396  0.05
54 H -11.876 6.599 -1.289  0.10
55 H -10.427 6.085 -2.241  0.09
56 H -12.429 6.844 -3.492  0.12
57 H -13.430 5.515 -2.957  0.11
58 H -10.841 4.934 -4.540  0.09
59 H -12.311 5.483 -5.318  0.09
60 H -10.899 2.898 -2.784  0.07
61 H -11.462 1.399 -3.552  0.10
62 H -13.316 1.323 -1.886  0.10
63 H -13.480 3.076 -1.789  0.11
64 H -11.186 1.307 -0.587  0.09
65 H -12.403 2.168 0.344  0.08
66 H -11.206 3.096 -0.602  0.04

Which of these has the highest total charge?
C18H37FeN4Si2

What is the formula in the second record?
C18H37FeN4Si2

Which formula does entry 2 have?
C18H37FeN4Si2